(1)
The following is a quantum chemistry calculation of C22H11Cl8N4O3ReS as an isolated structure, from OMol25.

Output
Gap between HOMO and LUMO (spin up / spin down)   6.671 / 5.313 eV
E_HOMO (spin up / spin down)   -0.424 / -0.424 Ha
ΔE to the lowest compared entry with this formula, charge and spin   317.5 kcal per mole
Molecular weight   881.3 g mol⁻¹
<S²>   3.819
Total charge   +1
Multiplicity   4

Last column: Löwdin charge in e.
Geometry (Å):
Re 1.2952 -0.1348 -1.6375  1.06
N 3.2398 -3.1471 0.9802  0.17
C 2.7109 -2.1104 0.3583  -0.79
S 3.1585 -1.6705 -1.2027  0.77
N 1.8240 -1.4123 1.1546  0.09
N 1.1181 -0.4761 0.5870  -0.05
C 0.3002 0.1326 1.4594  -0.18
C -0.0061 -0.4046 2.7881  -0.17
C -0.4212 -1.7386 2.9184  0.00
C -0.7799 -2.2168 4.1638  -0.04
C -0.7025 -1.3919 5.2810  -0.04
C -0.2785 -0.0748 5.1575  -0.05
C 0.0518 0.4278 3.9122  -0.03
C -0.3037 1.3516 1.0991  0.08
C -1.1879 2.1966 1.6155  -0.05
C -1.3777 3.5298 1.0583  -0.10
C -0.6711 4.0242 0.0635  -0.19
C 1.6111 4.3952 -1.1829  -0.30
N 2.1461 1.2930 -1.5459  -0.25
H 3.8641 -3.7701 0.4941  0.13
H 2.9061 -3.3952 1.8993  0.14
H -0.4751 -2.3730 2.0430  0.10
H -1.1203 -3.2382 4.2666  0.12
H -0.9724 -1.7789 6.2547  0.12
H -0.2023 0.5567 6.0320  0.11
H 0.4009 1.4474 3.8125  0.12
H -1.7794 1.9173 2.4849  0.14
H -2.1256 4.1814 1.4976  0.13
H 1.1661 5.3552 -1.3791  0.02
H 2.5167 3.9948 -1.6064  0.02
O 1.6398 -0.3179 -4.7761  0.19
C 1.5000 -0.2624 -3.6621  -0.21
Cl -1.6952 -1.2082 -3.3981  0.75
C -1.6462 0.4618 -2.9607  -0.66
C -0.5931 0.9702 -2.1699  -0.25
C -0.6827 2.3457 -2.0429  -0.35
Cl 0.5536 3.2006 -0.8408  1.07
C -1.6102 3.2001 -2.6232  -0.65
Cl -1.5150 4.9173 -2.4399  0.79
C -2.6415 2.6469 -3.3606  -0.71
Cl -3.8323 3.6455 -4.0733  0.73
C -2.6599 1.2584 -3.5077  -0.69
Cl -3.9333 0.5650 -4.4172  0.73
Cl 0.9869 -3.7618 -3.6783  0.62
C 0.1879 -4.2688 -2.1806  -1.50
Cl 0.9937 -5.7075 -1.5555  0.63
Cl -1.5188 -4.6175 -2.5104  0.63
C 0.1961 -3.1351 -1.1055  -0.82
O 0.1552 -3.4460 0.0680  0.02
O 0.2092 -1.9565 -1.5925  -0.38

Cartesian forces (eV/Å) of the 6 atoms listed first:
Re -0.003 0.573 -0.204
N 0.001 0.034 0.043
C -0.040 -0.062 -0.099
S 0.048 0.004 -0.013
N -0.071 -0.016 0.095
N 0.331 -0.118 -0.086

(2)
The following is a quantum chemistry calculation of C28H18Cl5N8O5Rb as an isolated structure, from OMol25.

Output
Gap between HOMO and LUMO   3.786 eV
E_HOMO   -0.017 Ha
ΔE to the lowest compared entry with this formula, charge and spin   0.0 kcal per mole
Molecular weight   809.2 g mol⁻¹
Total charge   -2

Last column: Löwdin charge in e.
Geometry (Å):
Rb -2.2187 1.5783 -1.6117  0.95
Cl -9.0754 -0.8272 1.0475  0.55
C -7.7676 0.2089 0.5327  -0.75
C -7.8735 1.5748 0.6319  -0.75
Cl -9.3244 2.2997 1.2801  0.55
C -6.8056 2.3866 0.1974  -0.62
Cl -6.9379 4.1279 0.3297  0.58
C -5.6114 1.8864 -0.3559  -0.48
O -4.6497 2.6203 -0.7476  -0.25
C -5.4978 0.4141 -0.4521  -0.45
O -4.4295 -0.1050 -0.9267  -0.25
C -6.5856 -0.3456 -0.0020  -0.61
Cl -6.4201 -2.0887 -0.1128  0.59
C 3.3794 2.9955 -0.8634  -0.11
N 3.5357 1.9601 -1.8564  -0.13
C 2.5903 1.3076 -2.5535  -0.13
N 3.1443 0.3386 -3.2613  0.06
C 4.4605 0.4652 -2.9617  -0.26
N 4.7504 1.4242 -2.1080  0.10
C 3.4172 2.5122 0.5612  -0.17
C 3.6251 3.4562 1.5613  -0.02
C 3.6456 3.0852 2.8983  -0.07
C 3.4517 1.7590 3.2485  -0.03
C 3.2317 0.8183 2.2467  -0.14
C 3.2229 1.1920 0.9104  0.05
C 3.0037 -0.5641 2.6451  -0.29
N 3.1597 -1.0940 3.8108  0.11
N 2.7099 -2.4067 3.7034  0.11
C 2.3166 -2.5547 2.4848  -0.30
O 2.4893 -1.4360 1.7515  0.14
C 1.6831 -3.7148 1.8709  -0.13
C 1.3312 -4.8004 2.6713  -0.02
C 0.6106 -5.8434 2.1195  -0.07
C 0.2068 -5.7866 0.7865  -0.03
C 0.5491 -4.7016 -0.0064  -0.19
C 0.0347 -4.5530 -1.4227  -0.09
N -0.8658 -3.4249 -1.5138  -0.15
C -0.5691 -2.1390 -1.7326  -0.18
N -1.6056 -1.3778 -1.5044  0.04
C -2.5799 -2.2733 -1.1543  -0.18
N -2.1640 -3.5310 -1.1359  0.11
C 1.3131 -3.6820 0.5367  0.04
H 2.4277 3.4944 -1.0581  0.06
H 4.1846 3.7138 -1.0197  0.12
H 1.5422 1.5819 -2.5049  0.13
H 5.2257 -0.1697 -3.3798  0.09
H 3.7658 4.4953 1.2868  0.12
H 3.8030 3.8322 3.6656  0.10
H 3.4528 1.4420 4.2819  0.11
H 3.0525 0.4447 0.1451  0.12
H 1.6085 -4.7971 3.7165  0.11
H 0.3221 -6.6847 2.7360  0.10
H -0.4111 -6.5736 0.3717  0.11
H -0.5161 -5.4417 -1.7244  0.12
H 0.8509 -4.3894 -2.1277  0.13
H 0.4143 -1.8135 -2.0374  0.13
H -3.5861 -1.9337 -0.9198  0.06
H 1.5630 -2.8174 -0.0648  0.12
Cl 1.9091 6.0316 -1.6601  0.52
C 0.1742 5.5382 -1.7838  -0.46
C 0.0052 4.0111 -1.9513  -0.83
O 0.3316 3.2962 -0.9736  -0.12
O -0.4784 3.6454 -3.0420  -0.10
H -0.2287 6.0665 -2.6402  0.06
H -0.2934 5.8663 -0.8594  0.07

Cartesian forces (eV/Å) of the 6 atoms listed first:
Rb -0.385 0.115 0.154
Cl 0.009 0.004 0.001
C -0.004 -0.003 -0.001
C -0.003 0.003 -0.008
Cl 0.002 0.004 0.002
C -0.009 0.019 -0.042

(3)
The following is a quantum chemistry calculation of a single C2H4NO2P molecule, from OMol25.

Output
Gap between HOMO and LUMO   10.061 eV
E_HOMO   -0.337 Ha
ΔE to the lowest compared entry with this formula, charge and spin   64.5 kcal per mole
Molecular weight   105.0 g mol⁻¹

Last column: Löwdin charge in e.
Geometry (Å):
C 0.5490 -0.6325 -0.3208  -0.17
C 0.6632 0.8061 0.2447  -0.16
N -0.9388 -1.0201 -0.3787  -0.32
O -0.7033 1.3849 0.0938  -0.41
O -1.6049 -0.8763 0.8367  -0.33
P -1.9280 0.3556 -0.2241  0.92
H 0.7109 -0.8864 -1.4347  0.14
H 1.1344 -1.3688 0.2295  0.10
H 0.8377 0.8836 1.3802  0.15
H 1.2798 1.3539 -0.4265  0.09

Cartesian forces (eV/Å) of the 6 atoms listed first:
C -2.029 -1.005 -1.194
C -2.260 -0.798 0.907
N 2.451 -1.202 -2.424
O 0.404 0.243 -0.295
O -1.268 0.486 2.613
P 1.240 0.314 0.496

(4)
The following is a quantum chemistry calculation of C17H42MnO22S5V as an isolated structure, from OMol25.

Output
Gap between HOMO and LUMO (spin up / spin down)   5.556 / 6.005 eV
E_HOMO (spin up / spin down)   -0.559 / -0.559 Ha
Molecular weight   864.7 g mol⁻¹
<S²>   12.042
Total charge   +2
Multiplicity   7

Last column: Löwdin charge in e.
Geometry (Å):
O 1.3402 -4.6762 -0.7237  -0.14
V 2.1190 -3.5133 -1.4170  1.41
Mn 3.5339 -0.0064 -1.2269  1.15
O -0.4720 -0.4098 0.0037  0.15
C 0.7196 -0.7041 -0.4659  -0.67
O 1.0627 -1.9495 -0.5422  -0.10
O 1.5040 0.2065 -0.8019  -0.02
H -0.8067 -1.3284 0.1328  0.12
O 3.6769 -1.3849 -4.5363  0.20
C 3.3001 -2.2048 -3.5755  -0.71
O 3.1019 -3.4130 -3.7768  0.07
O 3.0985 -1.7923 -2.3722  -0.18
H 3.9057 -2.0062 -5.2524  0.17
O 3.2156 1.4176 -2.8686  -0.34
S 2.1475 1.7772 -3.7785  0.60
O 1.0113 0.9298 -3.9549  -0.25
O 1.6980 3.1945 -3.3259  -0.24
C 0.6602 3.9146 -4.0918  -0.20
C -0.2143 4.5752 -3.0676  -0.06
C 2.8579 1.9876 -5.4093  -0.06
H 0.0876 3.2399 -4.7299  0.12
H 1.2136 4.5884 -4.7432  0.13
H 0.2281 5.4366 -2.5685  0.09
H -0.5889 3.9173 -2.2832  0.07
H -1.1502 4.9529 -3.4896  0.10
H 2.1040 1.8049 -6.1678  0.09
H 3.6510 1.2463 -5.4404  0.07
H 3.2146 3.0127 -5.4819  0.09
O -5.3050 -1.8292 -2.1352  -0.23
S -4.0043 -1.4186 -1.7630  0.58
O -2.8899 -2.3134 -1.8304  -0.29
O -3.7029 -0.1248 -2.6664  -0.23
C -2.3190 0.1840 -2.8151  -0.28
C -2.1091 1.5749 -3.3510  -0.05
C -4.1168 -0.6262 -0.1718  -0.09
H -1.7827 -0.5902 -3.3643  0.12
H -1.8465 0.1740 -1.8226  0.09
H -2.2985 1.5238 -4.4357  0.10
H -1.1032 1.9704 -3.3303  0.03
H -2.8808 2.2806 -3.0448  0.10
H -3.1893 -0.6390 0.3933  0.05
H -4.9080 -1.1092 0.3965  0.08
H -4.4120 0.3877 -0.4290  0.08
O -0.1199 1.7780 4.8301  -0.24
S 0.8555 0.9000 4.2828  0.58
O 2.1940 1.3254 4.0268  -0.28
O 0.9674 -0.3615 5.2390  -0.25
C -0.2393 -0.8364 5.8444  -0.26
C 0.0748 -2.1274 6.5638  -0.06
C 0.2428 0.0693 2.8347  -0.11
H -0.9999 -1.0161 5.0731  0.10
H -0.6685 -0.0769 6.4954  0.13
H 0.7223 -1.8839 7.4064  0.09
H 0.5774 -2.7691 5.8322  0.08
H -0.6994 -2.7819 6.9619  0.09
H 1.1209 -0.2740 2.2891  0.07
H -0.4813 0.6447 2.2745  0.07
H -0.1927 -0.8646 3.1833  0.04
O 4.1293 1.6259 -0.0502  -0.37
S 4.0134 3.0863 -0.1652  0.63
O 4.4308 3.7827 -1.3180  -0.21
O 2.5015 3.4665 -0.0008  -0.25
C 1.7936 3.1050 1.2393  -0.22
C 0.3216 3.2641 0.8811  -0.03
C 4.7459 3.8132 1.2820  -0.08
H 2.1224 3.7809 2.0258  0.13
H 2.0282 2.0712 1.4918  0.09
H 0.1139 2.6338 0.0218  0.07
H 0.1314 4.3159 0.6689  0.09
H -0.2173 3.0624 1.8088  0.09
H 4.4789 3.2888 2.1917  0.08
H 4.3863 4.8466 1.2950  0.10
H 5.7949 4.0248 1.0729  0.09
O -1.5482 -2.4809 1.9538  -0.32
S -2.5369 -2.9256 2.9114  0.57
O -3.2492 -2.0172 3.7347  -0.23
O -3.5378 -3.8994 2.1796  -0.24
C -3.0862 -4.7588 1.1153  -0.26
C -4.2654 -5.1548 0.2504  -0.04
C -1.7650 -4.1166 3.9778  -0.09
H -2.6593 -5.6527 1.5830  0.12
H -2.2989 -4.3544 0.4785  0.11
H -4.9972 -5.7418 0.7965  0.09
H -3.8601 -5.5851 -0.6644  0.09
H -4.7899 -4.2653 -0.1112  0.08
H -1.0199 -4.6486 3.3878  0.07
H -2.4982 -4.8704 4.2621  0.09
H -1.3680 -3.6800 4.8874  0.04

Cartesian forces (eV/Å) of the 6 atoms listed first:
O 1.572 1.476 -1.235
V -2.391 0.775 0.251
Mn -0.988 1.414 -0.748
O 0.824 -1.679 -0.548
C 1.232 0.848 -0.726
O 0.501 -1.979 -0.277

(5)
The following is a quantum chemistry calculation of a single C17H17FN2O molecule, from OMol25.

Output
Gap between HOMO and LUMO   8.580 eV
E_HOMO   -0.295 Ha
ΔE to the lowest compared entry with this formula, charge and spin   6.3 kcal per mole
Molecular weight   284.3 g mol⁻¹

Last column: Löwdin charge in e.
Geometry (Å):
O -1.4902 -2.7640 -0.7580  0.07
C -1.4359 -1.6277 -0.3278  -0.40
N -0.2879 -0.9739 -0.0249  0.15
C 1.0178 -1.4809 -0.0248  -0.15
C 1.3018 -2.8380 -0.0718  -0.01
C 2.6075 -3.2805 0.0517  -0.09
C 3.6329 -2.3729 0.2403  -0.09
C 3.3620 -1.0155 0.2635  -0.02
C 2.0642 -0.5455 0.1051  -0.18
N 1.7264 0.8189 0.1157  -0.13
C 2.6190 1.7781 0.7343  -0.19
C 1.8610 3.0924 0.5408  -0.16
H 2.5308 3.9499 0.5404  0.10
C 1.1398 2.9054 -0.8066  -0.15
H 0.0791 3.1268 -0.7121  0.09
C 1.3544 1.4270 -1.1570  -0.16
H 2.1724 1.3214 -1.8881  0.13
H 0.4653 0.9595 -1.5773  0.11
H 1.5543 3.5501 -1.5796  0.10
H 1.1363 3.2227 1.3435  0.11
H 2.7809 1.5226 1.7823  0.13
H 3.5944 1.8366 0.2251  0.12
H 4.1728 -0.3158 0.3963  0.10
H 4.6503 -2.7159 0.3576  0.10
H 2.8168 -4.3387 0.0164  0.10
H 0.4958 -3.5417 -0.1933  0.10
H -0.3208 -0.0124 0.2907  0.12
C -2.7055 -0.8673 -0.0661  -0.06
C -2.8697 0.5133 -0.0754  -0.21
C -4.0945 1.1135 0.1513  -0.01
C -5.2018 0.3236 0.4017  -0.07
C -5.0747 -1.0562 0.4088  -0.07
C -3.8450 -1.6370 0.1703  -0.01
H -3.7300 -2.7102 0.1554  0.12
H -5.9364 -1.6783 0.5954  0.10
H -6.1597 0.7863 0.5828  0.11
H -4.1632 2.1899 0.1246  0.12
F -1.8208 1.3341 -0.3314  0.06

Cartesian forces (eV/Å) of the 6 atoms listed first:
O 0.022 -0.064 0.049
C -0.032 0.106 -0.060
N 0.190 0.323 0.084
C 0.258 -0.187 -0.056
C -0.099 -0.127 -0.036
C 0.119 0.089 0.032

(6)
The following is a quantum chemistry calculation of C4H10N2O as an isolated structure, from OMol25.

Output
Gap between HOMO and LUMO   8.073 eV
E_HOMO   -0.275 Ha
ΔE to the lowest compared entry with this formula, charge and spin   103.3 kcal per mole
Molecular weight   102.1 g mol⁻¹

Last column: Löwdin charge in e.
Geometry (Å):
C 0.3762 0.0146 0.7555  -0.35
C 1.6856 0.2968 0.2357  0.04
C -2.1662 0.6143 0.0750  -0.07
C -0.8880 0.1545 -0.5524  -0.38
N 0.2586 -1.2858 1.3853  0.03
O 1.8554 -0.2994 -1.5263  -0.16
N -0.6185 -0.1589 -1.6968  0.10
H 2.0849 0.4899 -2.0346  0.06
H 0.0256 0.8133 1.4079  0.12
H 0.5110 -2.0168 0.7294  0.08
H -0.6892 -1.4696 1.6894  0.06
H 0.5888 -0.3598 -1.8332  0.03
H 1.9274 1.3471 0.1128  0.11
H 2.5015 -0.3407 0.5476  0.10
H -2.9688 0.5580 -0.6587  0.08
H -2.0653 1.6438 0.4241  0.08
H -2.4190 -0.0014 0.9393  0.07

Cartesian forces (eV/Å) of the 6 atoms listed first:
C -2.359 -0.073 -1.401
C 0.677 -0.516 -2.350
C -0.120 -0.074 -0.153
C 1.623 0.176 2.153
N 0.304 -0.063 0.188
O 0.692 0.718 1.807